(1)
{"formula": "C3H11N2", "method": "ωB97M-V/def2-TZVPD", "species": ["C", "C", "C", "N", "N", "H", "H", "H", "H", "H", "H", "H", "H", "H", "H", "H"], "coordinates": [[-0.59888, 0.66784, -1.30322], [-0.20862, -0.13942, -0.13198], [1.59418, -0.25541, -0.08021], [-0.82239, -1.38677, 0.16211], [-0.26071, 0.63944, 1.25701], [-1.71498, 0.87031, -1.22044], [-0.04318, 1.49026, -1.40266], [-0.54001, 0.05607, -2.10623], [1.86533, -0.29538, 0.89667], [1.99043, 0.54408, -0.79914], [1.80377, -1.17384, -0.58819], [-0.37670, -2.21980, 0.23909], [-1.81252, -1.40520, 0.20479], [-1.06737, 0.30700, 1.83516], [-0.39515, 1.68511, 1.21545], [0.58682, 0.61572, 1.82177]], "atomic_forces_ev_per_a": [[-4.823, -1.301, 3.052], [5.290, -1.799, 2.405], [-4.059, 0.567, -5.156], [-0.904, 3.850, -0.763], [-2.034, 2.691, 0.835], [1.181, 0.299, -0.203], [1.939, 3.330, -0.449], [0.528, -1.871, -2.693], [1.266, 0.141, 2.557], [-0.428, -0.804, 1.722], [0.312, -0.694, -0.082], [1.802, -2.502, 0.154], [-0.773, -0.197, -0.266], [0.874, 0.082, -0.522], [-0.138, -1.009, -0.528], [-0.032, -0.783, -0.065]], "nbo_charge": [-0.6458, 0.3495, -0.5879, -0.8662, -0.7371, 0.2230, 0.2280, 0.2589, 0.1868, 0.2425, 0.2341, 0.4095, 0.3907, 0.4446, 0.4333, 0.4360], "charge": 1, "de_lowest_kcal_mol": 46.97, "smiles": "CC(C)(N)[NH3+]", "gap_ev": 11.110, "energy_ha": -230.10753}

(2)
{"formula": "C45H56N6O18S4", "method": "ωB97M-V/def2-TZVPD", "species": ["O", "S", "O", "O", "C", "C", "C", "H", "H", "H", "H", "H", "H", "H", "H", "C", "C", "C", "C", "C", "C", "N", "O", "O", "H", "H", "H", "H", "H", "C", "C", "C", "C", "C", "C", "N", "O", "O", "H", "H", "H", "H", "H", "C", "C", "C", "C", "C", "C", "N", "O", "O", "H", "H", "H", "H", "H", "C", "C", "C", "C", "C", "C", "N", "O", "O", "H", "H", "H", "H", "H", "C", "C", "C", "C", "C", "C", "N", "O", "O", "H", "H", "H", "H", "H", "C", "C", "C", "C", "C", "C", "N", "O", "O", "H", "H", "H", "H", "H", "C", "S", "O", "C", "H", "H", "H", "H", "H", "H", "C", "S", "O", "C", "H", "H", "H", "H", "H", "H", "C", "S", "O", "C", "H", "H", "H", "H", "H", "H"], "coordinates": [[3.49684, 4.00794, 0.62854], [4.82482, 3.83117, 0.05431], [5.98103, 4.48015, 0.59567], [5.15115, 2.21389, -0.01320], [4.00666, 1.26875, 0.11062], [4.69172, -0.06092, -0.03559], [4.66545, 4.22798, -1.68633], [3.34856, 1.52232, -0.76608], [3.57698, 1.55511, 1.07554], [3.96616, -0.83983, -0.17057], [5.16328, -0.29797, 0.92850], [5.49055, 0.01764, -0.73781], [3.91787, 3.52766, -2.07484], [5.62590, 4.06997, -2.16460], [4.33740, 5.24348, -1.94392], [1.87455, 3.72633, 3.42103], [3.08675, 3.04269, 3.49168], [3.08494, 1.73082, 3.88425], [1.87539, 1.01883, 4.06580], [0.66733, 1.68100, 3.98789], [0.69148, 3.01579, 3.57835], [1.89663, -0.41920, 4.39281], [2.85430, -1.00501, 4.12018], [0.91545, -0.87766, 4.90882], [1.73807, 4.79157, 3.26581], [4.02401, 3.55346, 3.35759], [3.99021, 1.20166, 4.10919], [-0.27140, 1.24214, 4.22541], [-0.26212, 3.54845, 3.57438], [-3.47089, 2.89834, -3.47033], [-3.85147, 2.23214, -4.64386], [-2.94784, 1.31885, -5.21802], [-1.74449, 1.10199, -4.59883], [-1.35535, 1.74808, -3.43497], [-2.24225, 2.67522, -2.92429], [-0.94693, 0.04476, -5.16611], [-1.41900, -0.60613, -6.06994], [0.13135, -0.16867, -4.69075], [-4.13973, 3.61989, -3.03482], [-4.81661, 2.45994, -5.11882], [-3.20301, 0.92863, -6.20264], [-0.33309, 1.52396, -3.13219], [-1.98597, 3.29548, -2.03483], [-4.36399, 2.89072, 2.39908], [-5.40899, 2.01467, 2.38417], [-6.12375, 1.83370, 1.19440], [-5.87327, 2.65071, 0.09736], [-4.87285, 3.61380, 0.17105], [-4.05506, 3.69840, 1.25982], [-6.51248, 2.37241, -1.18210], [-6.46392, 3.19085, -2.05210], [-7.12526, 1.32503, -1.32447], [-3.91852, 3.08884, 3.39560], [-5.58859, 1.33473, 3.24935], [-6.91992, 1.06135, 1.09639], [-4.69175, 4.15035, -0.75465], [-3.25190, 4.41710, 1.26203], [-3.07445, -2.28247, 2.43511], [-2.93384, -2.07499, 3.81231], [-1.94219, -2.73140, 4.56642], [-1.21022, -3.76864, 3.93699], [-1.43072, -4.02091, 2.60132], [-2.33214, -3.25538, 1.82900], [-0.17438, -4.49727, 4.70801], [0.45202, -5.32678, 4.09677], [-0.00116, -4.22749, 5.85249], [-3.70956, -1.60607, 1.87763], [-3.51543, -1.35799, 4.35830], [-1.67004, -2.40420, 5.55732], [-0.80846, -4.71251, 2.06787], [-2.31801, -3.35162, 0.75186], [3.79638, -3.00509, -2.80395], [2.67110, -2.35712, -2.26256], [2.47509, -0.99956, -2.49598], [3.40223, -0.35474, -3.27457], [4.55579, -0.92860, -3.76573], [4.70805, -2.29535, -3.57992], [3.28087, 1.08971, -3.44881], [4.24112, 1.72479, -3.78612], [2.23152, 1.60145, -3.04846], [4.02121, -4.03010, -2.58160], [2.07784, -2.92367, -1.57447], [1.55175, -0.51855, -2.17928], [5.20442, -0.34458, -4.40387], [5.55797, -2.81235, -4.00231], [1.60806, -8.54696, 1.15862], [2.31852, -7.80855, 2.10591], [2.34980, -6.42074, 2.07968], [1.54821, -5.81681, 1.12645], [0.84235, -6.51243, 0.14064], [0.88726, -7.90154, 0.16693], [1.56958, -4.37057, 1.07560], [2.28801, -3.76714, 1.83441], [0.86048, -3.85907, 0.19749], [1.59336, -9.62964, 1.08675], [2.86429, -8.31818, 2.87302], [2.85747, -5.80852, 2.80178], [0.24949, -5.95050, -0.57414], [0.34503, -8.50023, -0.58256], [1.06593, 5.94979, -0.40719], [0.15887, 4.54397, 0.15198], [-1.31038, 4.77960, -0.07162], [0.69183, 3.48010, -1.15488], [2.06516, 5.57419, -0.65181], [0.99321, 6.62158, 0.45942], [0.58884, 6.33780, -1.35196], [0.24413, 3.88707, -2.08970], [0.26992, 2.51331, -0.92648], [1.77553, 3.46796, -1.22266], [-4.83285, -0.74072, -2.84290], [-3.66769, -0.89508, -1.50103], [-4.35130, -1.81447, -0.53962], [-2.44878, -1.87439, -2.40247], [-5.66507, -0.15104, -2.49481], [-5.02705, -1.79517, -3.04266], [-4.28921, -0.28760, -3.69454], [-2.95155, -2.41681, -3.20661], [-2.09405, -2.60543, -1.68086], [-1.65186, -1.24620, -2.72532], [-1.44848, 0.76905, 1.28700], [-0.70333, -0.49110, 0.29372], [-0.41407, 0.05009, -1.05621], [0.69783, -0.79359, 1.33117], [-0.81015, 1.63410, 1.26753], [-1.61857, 0.45648, 2.29818], [-2.30916, 1.01839, 0.63744], [0.23215, -1.38635, 2.16740], [1.08538, 0.07692, 1.82824], [1.52175, -1.41352, 0.96789]], "atomic_forces_ev_per_a": [[1.219, -0.153, -0.140], [-0.665, -0.786, -0.621], [-0.551, -0.449, 0.000], [-0.223, 2.153, 0.196], [0.547, 1.697, -1.270], [-0.324, 0.145, 2.267], [-0.119, -0.417, -0.170], [0.135, -0.466, 1.042], [-0.439, -0.740, -0.313], [-0.165, -0.464, -0.639], [0.051, 0.062, -0.157], [0.153, -0.269, -0.925], [0.255, 0.063, -0.088], [0.079, -0.239, -0.008], [0.062, -0.140, 0.805], [-0.832, -0.405, -0.413], [-0.278, 0.739, 0.615], [-0.814, -1.598, 0.030], [0.321, 1.320, 0.167], [0.654, 0.644, -0.656], [-0.375, 0.220, 1.076], [-2.391, 3.176, 0.645], [4.236, -2.657, -1.192], [-1.588, -0.634, 0.642], [0.637, -0.105, -0.277], [0.140, 0.142, -0.009], [0.417, -0.148, -0.275], [-0.413, -0.630, 0.063], [0.298, -0.085, -0.218], [-1.077, -0.383, -1.339], [0.456, -0.002, 0.021], [-1.862, 1.491, -0.522], [-0.760, 0.040, 0.310], [0.536, -0.351, -1.121], [1.210, 0.855, 2.056], [-0.006, -0.279, -0.369], [-0.321, -0.304, -0.592], [1.496, -0.138, 0.725], [-0.113, 0.120, 0.114], [0.552, -0.232, 0.223], [0.268, -0.368, 0.491], [-0.413, 0.258, 0.604], [-0.005, -0.697, -0.633], [0.640, 1.875, 0.408], [-0.529, -1.507, -0.250], [-1.224, -0.761, -0.436], [0.711, -0.665, 1.432], [0.014, -0.407, -1.712], [-0.526, -0.374, 1.696], [-1.265, -0.916, 0.302], [0.632, 1.455, -0.886], [0.284, -0.255, 0.616], [0.297, -0.239, -0.983], [-0.063, 0.824, -0.758], [0.808, 0.644, 0.164], [0.167, 0.310, 0.313], [0.184, -0.040, 0.063], [-0.469, 0.667, 0.974], [1.270, -0.511, 0.711], [-0.006, -0.594, -1.158], [-1.087, 1.483, 0.551], [0.029, 0.244, -0.899], [1.178, -0.542, 0.369], [-0.616, 0.364, -1.509], [0.565, -0.856, -0.593], [-0.058, 0.546, 1.596], [-0.181, -0.318, -0.232], [-0.265, 0.472, -0.150], [-0.251, -0.219, 0.207], [0.054, -0.476, 0.104], [-0.243, -0.193, 0.057], [-0.214, 1.038, 0.128], [1.383, -0.272, -0.154], [-1.009, -0.880, -0.215], [0.605, 0.491, -0.042], [-0.408, -0.695, -0.706], [0.152, 0.046, 0.175], [-1.591, 0.205, 1.678], [0.748, 0.463, -0.794], [0.535, -0.063, -0.628], [-0.225, -0.401, 0.039], [-0.684, 0.012, 0.065], [0.334, 0.125, 0.181], [0.167, -0.053, 0.238], [0.076, 0.046, -0.018], [0.014, 0.211, -0.344], [0.145, -0.228, -0.064], [-0.981, -0.628, -0.312], [0.422, -0.541, -0.433], [-0.093, 0.103, 0.451], [-0.411, 0.200, -0.436], [-0.690, 0.249, -1.227], [-0.090, 0.369, 0.019], [0.542, 0.229, 0.838], [0.283, 0.071, 0.584], [0.248, -0.247, 0.261], [0.194, -0.084, 0.132], [0.186, -0.199, 0.049], [0.300, 0.476, 0.415], [-0.504, 0.562, -0.717], [-0.445, -0.521, 0.287], [0.301, 0.052, -0.003], [-0.521, 0.301, -0.800], [-0.056, 0.496, 0.507], [0.482, 0.321, -0.727], [0.324, -0.170, 1.099], [0.354, -0.347, 0.500], [0.073, -0.537, -0.250], [-0.063, -0.198, 0.128], [1.251, -0.179, -0.506], [0.075, 0.239, 0.371], [0.159, -0.098, 0.190], [-0.937, -0.688, 0.251], [-0.367, -0.008, -0.109], [-0.651, 0.193, -0.211], [-0.527, -0.109, 0.377], [0.178, 0.110, -0.058], [0.209, 0.065, 0.111], [0.610, 0.411, -0.318], [-0.123, 0.777, -1.644], [-0.771, -2.117, 0.106], [0.821, 0.922, -0.134], [0.238, -0.784, 1.511], [0.458, 0.535, 0.146], [-0.504, -0.332, 0.311], [-0.147, -0.069, 0.954], [0.281, 0.271, -0.680], [0.280, 0.748, -0.227], [-0.462, 0.116, -0.483]], "lowdin_charge": [-0.3273, 0.6311, -0.2692, -0.2788, -0.2007, -0.0451, -0.1147, 0.1096, 0.0996, 0.0613, 0.0931, 0.0810, 0.0326, 0.0737, 0.0832, -0.0662, -0.0764, -0.0042, -0.1487, -0.0230, -0.0779, -0.4100, 0.1330, 0.0819, 0.1128, 0.1114, 0.1186, 0.1074, 0.1126, -0.0730, -0.0488, -0.0240, -0.1749, 0.0046, -0.0635, -0.3685, 0.0788, 0.0867, 0.0890, 0.1201, 0.1267, 0.0930, 0.0996, -0.0785, -0.0876, 0.0039, -0.1463, -0.0115, -0.0492, -0.3508, 0.0822, 0.0592, 0.1162, 0.1218, 0.1347, 0.1142, 0.0818, -0.0868, -0.0592, 0.0050, -0.1298, -0.0014, -0.0645, -0.3578, 0.0707, 0.1102, 0.0931, 0.0956, 0.1113, 0.0907, 0.0949, -0.0489, -0.0354, -0.0117, -0.1698, 0.0008, -0.0601, -0.3236, 0.0884, 0.0378, 0.1019, 0.0792, 0.0968, 0.1222, 0.1065, -0.0662, -0.0481, -0.0015, -0.1771, 0.0069, -0.0701, -0.3289, 0.0981, 0.0169, 0.1091, 0.1044, 0.1196, 0.1195, 0.1173, -0.2611, 0.8056, -0.5544, -0.2710, 0.0230, 0.0567, 0.0881, 0.0803, 0.0250, 0.0189, -0.2315, 0.7864, -0.5468, -0.2327, 0.0259, 0.0588, 0.0455, 0.0620, 0.0448, 0.0099, -0.2307, 0.8071, -0.5329, -0.2430, 0.0360, 0.0476, 0.0529, 0.0694, 0.0262, 0.0415], "gap_ev": 7.882, "energy_ha": -5023.27165}

Looking at max |F| for the records above, in order, we have 6.59; 5.14 eV/Å.